1.
Computed, not measured: C24H38As3NO6RuSeSi2 as an isolated structure, with wB97M-V/def2-TZVPD.

```
! RIJCOSX wB97M-V def2-TZVPD def2/J DEFGRID3
* xyz 0 1
Ru 1.260 -0.408 -0.082
C 1.824 0.963 3.455
As 1.865 -0.545 2.245
C 3.520 -1.408 2.764
C 0.609 -1.822 3.047
C 0.287 -1.843 4.399
C -0.575 -2.809 4.901
C -1.105 -3.775 4.058
C -0.777 -3.772 2.709
C 0.069 -2.795 2.198
As 0.541 -2.635 0.313
C -0.857 -3.625 -0.608
C 1.994 -3.894 0.062
H 2.242 0.695 4.424
H 0.799 1.307 3.578
H 2.437 1.739 2.999
H 3.499 -1.592 3.838
H 4.337 -0.749 2.482
H 3.619 -2.352 2.233
H 0.703 -1.099 5.070
H -0.831 -2.809 5.953
H -1.773 -4.530 4.451
H -1.192 -4.532 2.056
H -0.684 -4.694 -0.487
H -0.798 -3.377 -1.667
H -1.839 -3.371 -0.225
H 1.770 -4.847 0.539
H 2.913 -3.466 0.453
H 2.118 -4.017 -1.014
O 4.794 1.006 -1.666
Se 3.810 0.632 -0.463
O 3.240 -0.969 -0.546
O 4.357 0.942 1.031
O 2.290 1.372 -0.599
C -0.534 3.627 2.276
Si -0.311 3.411 0.428
C -1.692 4.267 -0.505
C 1.335 4.072 -0.107
As -0.601 1.071 -0.043
Si -2.968 0.737 0.125
C -3.781 1.367 -1.433
C -3.597 1.609 1.656
C -3.243 -1.098 0.300
H -0.758 4.680 2.470
H 0.387 3.386 2.803
H -1.345 3.035 2.702
H -1.551 5.348 -0.428
H -2.680 4.032 -0.105
H -1.673 4.001 -1.563
H 1.340 5.149 0.093
H 1.516 3.908 -1.168
H 2.151 3.596 0.433
H -3.616 2.432 -1.588
H -4.859 1.193 -1.373
H -3.401 0.838 -2.309
H -3.487 2.692 1.602
H -3.089 1.256 2.556
H -4.661 1.384 1.772
H -2.960 -1.615 -0.617
H -4.299 -1.305 0.492
H -2.659 -1.511 1.126
O 1.811 -2.299 -3.045
C 1.287 -1.233 -3.190
N 0.798 -0.419 -2.135
C 0.080 0.549 -2.652
O -0.624 1.388 -1.972
C 0.123 0.543 -4.131
C -0.428 1.374 -5.081
C -0.159 1.071 -6.415
C 0.623 -0.024 -6.761
C 1.165 -0.863 -5.786
C 0.903 -0.552 -4.473
H -1.035 2.226 -4.805
H -0.562 1.702 -7.197
H 0.816 -0.226 -7.806
H 1.772 -1.720 -6.046
*
```

Properties
ΔE to the lowest compared entry with this formula, charge and spin: 0.0000 eV
Frontier orbital gap: 0.2756 Eh
DFT total energy: -305481.1262 eV
Molar mass: 897.54 g mol⁻¹

Just the Löwdin charges please, in e? Sure, here they are: Ru 0.4010; C -0.2650; As 1.0748; C -0.2412; C -0.3920; C -0.1020; C -0.0837; C -0.0853; C -0.1069; C -0.4020; As 1.0621; C -0.2664; C -0.2552; H 0.0326; H 0.0125; H 0.0304; H 0.0355; H 0.0154; H 0.0201; H 0.0963; H 0.1034; H 0.1031; H 0.0978; H 0.0329; H 0.0274; H -0.0046; H 0.0344; H 0.0088; H 0.0271; O -0.4399; Se 0.7767; O -0.5894; O -0.4950; O -0.6264; C -0.2028; Si 0.3813; C -0.2120; C -0.2037; As 1.0331; Si 0.3625; C -0.1993; C -0.2136; C -0.2202; H 0.0411; H 0.0124; H 0.0094; H 0.0383; H 0.0115; H 0.0284; H 0.0414; H 0.0395; H 0.0262; H 0.0156; H 0.0390; H 0.0304; H 0.0147; H 0.0324; H 0.0377; H 0.0200; H 0.0415; H 0.0226; O 0.1329; C -0.3678; N 0.0094; C -0.3916; O -0.2469; C -0.0836; C 0.0063; C -0.0619; C -0.0573; C 0.0138; C -0.0756; H 0.1190; H 0.1063; H 0.1071; H 0.1252


2.
Computed, not measured: one molecule with the formula C2H5N3S, with wB97M-V/def2-TZVPD.

```
! RIJCOSX wB97M-V def2-TZVPD def2/J DEFGRID3
* xyz 0 1
C 1.554 0.202 0.094
C -1.566 0.028 0.354
H 0.558 1.694 -0.549
H 2.490 -0.225 0.509
H 0.737 -1.658 0.463
H -0.909 -0.731 -1.432
H -1.108 0.123 1.350
N 1.466 1.441 -0.163
N 0.614 -0.815 -0.080
N -0.681 -0.471 -0.479
S -3.156 0.412 -0.065
*
```

Properties
ΔE to the lowest compared entry with this formula, charge and spin: 1.9680 eV
SMILES: [H]/N=C\NNC=S
Frontier orbital gap: 0.3344 Eh
DFT total energy: -17459.1440 eV
Molar mass: 103.15 g mol⁻¹

Just the Löwdin charges please, in e? Sure, here they are: C -0.3104; C -0.7125; H 0.0370; H 0.1184; H 0.1328; H 0.1460; H 0.0872; N 0.0898; N -0.0222; N -0.0947; S 0.5286


3.
Computed, not measured: C51H46AsCrF3N10O6S2 as an isolated structure, with wB97M-V/def2-TZVPD.

```
! RIJCOSX wB97M-V def2-TZVPD def2/J DEFGRID3
* xyz 1 4
Cr -0.305 0.177 0.040
C 2.180 2.337 -4.552
N 1.830 1.928 -3.209
C 1.235 0.824 -2.741
N 1.135 0.899 -1.421
C 1.687 2.100 -1.133
N 2.115 2.733 -2.188
C 0.966 2.484 -5.437
C 0.470 3.726 -5.812
C -0.653 3.814 -6.621
C -1.322 2.678 -7.039
C -0.833 1.433 -6.658
C 0.320 1.344 -5.882
C -1.513 0.197 -6.969
N -2.434 -0.082 -7.841
N -2.743 -1.378 -7.694
C -2.009 -1.847 -6.729
O -1.195 -0.890 -6.225
C -1.978 -3.156 -6.119
C -2.560 -4.275 -6.706
C -2.480 -5.493 -6.058
C -1.878 -5.594 -4.811
C -1.319 -4.474 -4.210
C -0.712 -4.511 -2.824
N -1.035 -3.290 -2.128
C -0.269 -2.229 -1.854
N -1.009 -1.272 -1.300
C -2.255 -1.817 -1.283
N -2.291 -3.023 -1.776
C -1.347 -3.267 -4.882
H 2.870 1.603 -4.982
H 2.692 3.295 -4.441
H 0.907 -0.002 -3.335
H 1.767 2.518 -0.153
H 0.961 4.626 -5.477
H -1.023 4.784 -6.910
H -2.224 2.738 -7.627
H 0.713 0.370 -5.635
H -3.048 -4.170 -7.662
H -2.903 -6.373 -6.520
H -1.857 -6.546 -4.304
H 0.378 -4.605 -2.866
H -1.128 -5.346 -2.253
H 0.789 -2.186 -2.022
H -3.122 -1.319 -0.897
H -0.907 -2.384 -4.441
C -2.478 -4.146 4.361
C -1.511 -2.974 4.514
N -1.940 -1.831 3.724
C -2.903 -0.924 4.310
C -2.221 0.237 5.029
C -1.450 -1.647 2.498
S -2.071 -0.371 1.512
N -0.592 -2.564 2.063
C 0.350 -2.441 1.163
O 0.741 -1.353 0.624
C 1.027 -3.692 0.772
C 2.269 -3.639 0.140
C 2.860 -4.796 -0.328
C 2.211 -6.012 -0.176
C 0.996 -6.073 0.491
C 0.401 -4.922 0.971
H -2.118 -5.001 4.928
H -2.548 -4.423 3.312
H -3.473 -3.887 4.713
H -0.522 -3.274 4.161
H -1.445 -2.659 5.557
H -3.506 -1.491 5.019
H -3.548 -0.541 3.518
H -1.585 -0.127 5.832
H -2.967 0.900 5.456
H -1.615 0.806 4.324
H 2.757 -2.679 0.041
H 3.827 -4.754 -0.808
H 2.664 -6.916 -0.559
H 0.528 -7.030 0.659
H -0.547 -4.950 1.483
F -3.605 3.644 -0.807
C -2.390 4.086 -0.481
F -2.535 5.191 0.255
F -1.768 4.433 -1.614
S -1.315 2.832 0.414
O -2.050 2.462 1.578
O -0.140 3.646 0.606
O -1.258 1.805 -0.635
O 0.330 1.336 1.448
As 0.957 2.344 2.590
C 1.422 1.016 3.960
C 1.882 -0.229 3.544
C 2.090 -1.239 4.468
C 1.832 -1.008 5.811
C 1.363 0.226 6.230
C 1.152 1.238 5.306
C 0.094 3.793 3.603
C 0.985 4.755 4.074
C 0.515 5.850 4.778
C -0.844 5.985 5.016
C -1.719 4.998 4.596
C -1.253 3.887 3.908
C 2.658 3.106 1.946
C 2.661 4.339 1.299
C 3.841 4.836 0.775
C 5.014 4.107 0.891
C 5.013 2.884 1.540
C 3.834 2.375 2.065
H 2.059 -0.401 2.485
H 2.444 -2.207 4.144
H 1.990 -1.796 6.531
H 1.158 0.400 7.277
H 0.770 2.206 5.614
H 2.048 4.634 3.889
H 1.207 6.600 5.128
H -1.217 6.852 5.538
H -2.777 5.092 4.796
H -1.943 3.122 3.582
H 1.726 4.874 1.184
H 3.838 5.792 0.277
H 5.928 4.490 0.466
H 5.930 2.323 1.644
H 3.820 1.412 2.566
*
```

Properties
Frontier orbital gap (spin up / spin down): 0.2984 / 0.2966 Eh
DFT total energy: -199900.6667 eV
<S²>: 3.783
Molar mass: 1143.04 g mol⁻¹

Löwdin population analysis, charges in e, atoms 1 to 99: Cr 0.6834; C -0.0611; N -0.0884; C -0.0793; N 0.0403; C -0.1733; N 0.1604; C -0.1942; C -0.0152; C -0.0454; C 0.0049; C -0.1308; C 0.0157; C -0.2774; N 0.1179; N 0.1171; C -0.2760; O 0.1133; C -0.1269; C 0.0012; C -0.0477; C -0.0198; C -0.1904; C -0.0606; N -0.1121; C -0.1185; N 0.0019; C -0.1761; N 0.1629; C 0.0279; H 0.1397; H 0.1321; H 0.1257; H 0.0726; H 0.1179; H 0.1125; H 0.1233; H 0.1161; H 0.1225; H 0.1129; H 0.1159; H 0.1414; H 0.1370; H 0.1469; H 0.1054; H 0.1141; C -0.0566; C -0.1993; N -0.1095; C -0.2226; C -0.0518; C -0.6080; S 0.8931; N 0.1317; C -0.4249; O -0.1540; C -0.1510; C -0.0293; C -0.0713; C -0.0737; C -0.0693; C -0.0148; H 0.0800; H 0.0700; H 0.0725; H 0.1078; H 0.1244; H 0.1241; H 0.0868; H 0.0700; H 0.0854; H 0.0502; H 0.1184; H 0.1077; H 0.1082; H 0.1080; H 0.1088; F 0.1472; C -0.6343; F 0.1426; F 0.1295; S 0.5181; O -0.3381; O -0.3227; O -0.3687; O -0.6022; As 1.3309; C -0.2646; C -0.1030; C -0.0680; C -0.0719; C -0.0769; C -0.0912; C -0.2795; C -0.1003; C -0.0612; C -0.0625; C -0.0529; C -0.0843


4.
Computed, not measured: a 10-piece molecular cluster, C11H42N4O10 overall, with wB97M-V/def2-TZVPD.

```
! RIJCOSX wB97M-V def2-TZVPD def2/J DEFGRID3
* xyz 0 1
C 2.550 -0.638 -2.702
C 2.740 0.804 -3.151
O 3.606 0.718 -4.192
H 2.520 -1.418 -3.435
H 1.657 -0.715 -2.127
H 3.410 -0.929 -2.022
H 3.061 1.468 -2.367
H 1.781 1.095 -3.513
H 3.612 1.577 -4.566
C -3.016 2.625 0.004
O -3.908 1.626 -0.168
N -3.354 3.871 -0.058
N -1.767 2.414 0.313
H -4.416 3.986 -0.139
H -2.890 4.644 0.480
H -1.546 1.396 0.210
H -1.022 3.162 0.219
C 2.085 -2.230 0.772
O 1.909 -2.722 -0.501
N 1.277 -1.402 1.282
N 3.046 -2.546 1.570
H 0.408 -1.044 0.800
H 1.472 -0.988 2.222
H 3.762 -3.213 1.249
H 3.251 -2.064 2.471
C -0.655 0.726 -3.982
O -0.494 0.158 -2.674
H -1.726 0.711 -4.251
H -0.082 0.241 -4.717
H -0.365 1.757 -4.078
H -0.496 -0.795 -2.730
C -0.211 -3.214 3.284
O 1.135 -3.114 3.583
H -0.809 -3.050 4.174
H -0.450 -4.252 2.913
H -0.489 -2.524 2.509
H 1.541 -2.787 2.761
C -2.910 2.252 3.652
O -1.667 2.827 3.048
H -3.006 1.211 3.477
H -3.786 2.807 3.401
H -2.716 2.454 4.744
H -1.681 2.681 2.089
C -0.100 -2.760 -3.794
O -0.198 -2.563 -2.421
H 0.422 -3.680 -4.013
H 0.454 -1.943 -4.255
H -1.057 -2.927 -4.295
H 0.546 -2.987 -1.999
C 0.106 0.251 3.483
O 1.488 0.086 3.590
H -0.214 1.195 3.890
H -0.369 -0.560 3.901
H -0.237 0.362 2.506
H 1.745 0.270 4.479
C -2.178 -0.797 0.496
O -0.937 -0.248 0.008
H -2.402 -0.107 1.296
H -1.956 -1.820 0.871
H -2.935 -0.672 -0.259
H -0.928 -0.497 -0.963
C 1.472 1.957 -0.100
O 0.833 2.472 -1.216
H 2.233 2.603 0.200
H 1.846 0.960 -0.266
H 0.728 2.017 0.718
H 0.288 1.839 -1.686
*
```

Properties
ΔE to the lowest compared entry with this formula, charge and spin: 4.2368 eV
SMILES: NC(N)=O.NC(N)=O.CCO.CO.CO.CO.CO.CO.CO.CO
Frontier orbital gap: 0.3627 Eh
DFT total energy: -38519.6475 eV
Molar mass: 390.47 g mol⁻¹

Just the Löwdin charges please, in e? Sure, here they are: C -0.0741; C -0.3457; O -0.0336; H 0.0697; H 0.0241; H 0.1008; H 0.1077; H 0.0701; H 0.0720; C -0.6701; O -0.0905; N 0.1456; N 0.1315; H 0.1572; H 0.1423; H 0.0837; H 0.1546; C -0.6433; O -0.1132; N 0.1647; N 0.1575; H 0.1027; H 0.0811; H 0.1477; H 0.1521; C -0.1079; O -0.1567; H 0.0980; H 0.0625; H 0.0797; H 0.0145; C -0.1893; O -0.1202; H 0.0793; H 0.1001; H 0.0377; H 0.0083; C -0.0923; O -0.1801; H 0.0520; H 0.0589; H 0.0942; H -0.0108; C -0.1561; O -0.1226; H 0.0887; H 0.0645; H 0.0937; H 0.0516; C -0.1340; O -0.0974; H 0.0807; H 0.0598; H 0.0456; H 0.0936; C -0.0828; O -0.2130; H 0.0622; H 0.0954; H 0.0835; H 0.0879; C -0.1572; O -0.1172; H 0.0686; H 0.0733; H 0.0684; H 0.0401


Question: The lowest DFT total energy belongs to which entry?
Answer: C24H38As3NO6RuSeSi2